(1)
A structure of composition C6H15AsCoF6N3. Source: the OMol25 dataset; level of theory: ωB97M-V/def2-TZVPD.

Last column: Mulliken charge in e.
Element x y z (Å)
Co -0.173 0.377 0.329  0.313
C 1.562 -1.285 -1.051  -0.576
C 0.333 -2.044 -0.534  -0.456
N -0.847 -1.117 -0.577  0.096
C -1.336 -0.687 -1.936  -0.479
C -1.802 0.761 -1.853  -0.611
N -0.835 1.567 -1.014  -0.014
C 0.365 2.207 -1.666  -0.568
C 1.379 1.120 -1.940  -0.539
N 1.406 0.195 -0.733  -0.050
H 1.683 -1.376 -2.129  0.348
H 2.467 -1.663 -0.576  0.459
H 0.449 -2.364 0.503  0.365
H 0.119 -2.930 -1.140  0.423
H -1.615 -1.497 -0.009  0.368
H -2.158 -1.345 -2.230  0.512
H -0.526 -0.832 -2.646  0.241
H -2.776 0.836 -1.368  0.475
H -1.889 1.207 -2.847  0.376
H -1.373 2.315 -0.559  0.481
H 0.742 2.956 -0.966  0.412
H 0.062 2.728 -2.578  0.399
H 2.382 1.524 -2.097  0.498
H 1.121 0.524 -2.811  0.284
H 2.164 0.490 -0.103  0.488
F -0.296 -0.150 1.939  -0.666
As -0.134 -0.234 5.142  1.761
F 0.513 -1.684 4.450  -0.249
F 1.314 0.430 4.485  -0.266
F 0.165 -0.380 6.748  -0.213
F -0.822 1.288 4.908  -0.310
F -1.645 -0.935 4.860  -0.300

## Properties
- ⟨S²⟩: 0.769
- Energy above the lowest of the compared OMol25 structures with the same formula, charge and spin: 7.1 kcal per mole
- Spin multiplicity: 2
- HOMO (alpha / beta): -23.6 / -21.7 eV
- Net charge: +3

=====

(2)
A structure of composition C6H15BF4NO2Rb. Source: the OMol25 dataset; level of theory: ωB97M-V/def2-TZVPD.

Last column: Mulliken charge in e.
Element x y z (Å)
Rb 1.113 0.951 -0.819  0.856
B 2.370 4.077 -0.054  0.562
F 1.148 3.864 0.668  -0.406
F 3.153 4.993 0.606  -0.343
F 3.031 2.836 -0.241  -0.402
F 1.997 4.528 -1.361  -0.391
C -2.350 2.388 -0.542  -0.818
O -1.694 1.134 -0.389  -0.167
C -2.407 0.056 -0.995  -0.557
C -1.875 -1.269 -0.438  -0.830
N -0.572 -1.699 -0.923  -0.066
C -0.056 -2.920 -0.279  -0.930
C 0.779 -2.608 0.938  -0.440
O 1.812 -1.719 0.567  -0.242
C 2.599 -1.339 1.683  -0.845
H -2.662 2.541 -1.583  0.334
H -1.640 3.164 -0.266  0.251
H -3.243 2.443 0.087  0.281
H -2.245 0.119 -2.075  0.350
H -3.446 0.052 -0.660  0.362
H -2.634 -2.038 -0.681  0.428
H -1.907 -1.198 0.651  0.332
H -0.672 -1.931 -1.904  0.234
H 0.522 -3.463 -1.027  0.442
H -0.879 -3.588 0.024  0.331
H 1.198 -3.523 1.370  0.419
H 0.142 -2.133 1.701  0.308
H 2.947 -2.217 2.240  0.321
H 2.017 -0.724 2.382  0.342
H 3.454 -0.777 1.320  0.282

## Properties
- HOMO: -10.3 eV

=====

(3)
A cluster of 4 separate species, C6H15BrNO2 in total. Source: the OMol25 dataset; level of theory: ωB97M-V/def2-TZVPD.

Last column: Mulliken charge in e.
Element x y z (Å)
Br 0.787 -0.258 2.330  -0.109
C -1.947 -1.178 -1.459  -0.753
C -1.894 -2.012 -0.280  -0.251
O -0.544 -2.296 -0.052  -0.422
H -1.474 -1.591 -2.350  0.301
H -1.554 -0.165 -1.368  0.115
H -3.001 -1.066 -1.716  0.308
H -2.384 -2.972 -0.443  0.300
H -2.514 -1.615 0.522  0.232
H -0.167 -1.573 0.456  0.210
C -1.622 3.408 -0.723  -1.262
C -1.475 2.156 0.172  -0.037
O -0.350 1.417 -0.135  -0.428
H -2.317 4.114 -0.269  0.360
H -1.837 3.117 -1.752  0.303
H -0.745 4.051 -0.790  0.309
H -2.385 1.557 0.175  0.232
H -1.195 2.450 1.184  0.393
H -0.020 0.947 0.635  0.197
C 4.133 -1.485 1.388  -0.460
C 4.977 -1.348 0.212  0.199
N 5.572 -1.205 -0.741  -0.331
H 4.813 -1.521 2.239  0.282
H 3.540 -2.397 1.326  0.300
H 3.604 -0.534 1.440  0.011

## Properties
- ⟨S²⟩: 0.752
- Energy above the lowest of the compared OMol25 structures with the same formula, charge and spin: 0.0 kcal per mole
- Spin multiplicity: 2
- HOMO (alpha / beta): -10.3 / -10.3 eV

=====

(4)
A cluster of 2 separate species, C6H15BrO2Si in total. Source: the OMol25 dataset; level of theory: ωB97M-V/def2-TZVPD.

Last column: Mulliken charge in e.
Element x y z (Å)
C -1.063 1.987 -1.092  -0.815
O -0.515 1.128 -0.223  -0.076
Si -1.357 0.337 0.946  0.436
C -2.497 -1.038 0.277  -0.966
O -0.089 -0.095 1.947  -0.256
C -0.080 -1.006 3.019  -0.691
H -0.331 2.709 -1.377  0.291
H -1.971 2.512 -0.786  0.346
H -1.334 1.486 -2.067  0.252
H -2.160 1.286 1.761  -0.206
H -2.806 -1.487 1.349  0.223
H -3.314 -0.697 -0.321  0.372
H -1.973 -1.809 -0.275  0.313
H -1.160 -1.271 3.431  0.253
H 0.404 -0.553 3.866  0.277
H 0.453 -1.892 2.713  0.257
C 2.693 -0.170 -0.342  -0.958
C 1.749 -0.476 -1.446  0.051
C 1.941 0.052 -2.681  -0.423
Br 0.751 -0.379 -4.026  -0.183
H 3.450 0.632 -0.651  0.289
H 2.086 0.173 0.484  0.175
H 3.410 -0.980 -0.090  0.314
H 0.889 -1.053 -1.348  0.376
H 2.826 0.605 -3.068  0.349

## Properties
- Energy above the lowest of the compared OMol25 structures with the same formula, charge and spin: 68.6 kcal per mole
- HOMO: -8.7 eV

=====

(5)
The ion C6H15ClN3 with charge +1. Source: the OMol25 dataset; level of theory: ωB97M-V/def2-TZVPD.

Last column: Mulliken charge in e.
Element x y z (Å)
N 1.884 0.835 0.922  -0.687
C 0.659 0.714 0.173  0.803
N 0.260 1.908 -0.680  -0.376
Cl 1.352 2.407 -1.926  -0.070
C -0.539 0.641 1.151  -1.168
C -1.830 0.160 0.577  -0.297
C -1.669 -1.057 -0.240  -1.012
C -0.605 -0.880 -1.377  -0.611
C 0.707 -0.528 -0.673  -1.336
N 1.176 -1.650 0.210  -0.053
H 1.772 1.641 1.559  0.326
H 2.650 1.065 0.222  0.295
H -0.003 2.714 -0.199  0.310
H -0.654 1.684 1.494  0.498
H -0.305 -0.146 1.989  0.365
H -2.223 0.940 -0.099  0.289
H -2.490 0.012 1.575  0.296
H -1.459 -2.010 0.272  0.375
H -2.610 -1.135 -0.699  0.435
H -0.324 -1.697 -2.189  0.356
H -0.799 0.083 -1.816  0.381
H 1.425 -0.387 -1.498  0.666
H 1.856 -1.051 0.732  0.440
H 0.279 -1.748 0.774  0.422
H 1.490 -2.514 -0.253  0.353

## Properties
- Energy above the lowest of the compared OMol25 structures with the same formula, charge and spin: 16.0 kcal per mole
- HOMO: -13.0 eV
- Net charge: +1

=====

(6)
An isolated molecule of C6H15ClNO2PSSi. Source: the OMol25 dataset; level of theory: ωB97M-V/def2-TZVPD.

Last column: Mulliken charge in e.
Element x y z (Å)
C -3.082 0.313 1.191  -1.229
C -2.379 -0.433 0.097  0.446
C -2.706 -1.906 -0.007  -1.201
N -1.586 0.091 -0.752  -0.251
Si -0.018 0.514 -0.099  0.418
C 1.123 -0.972 -0.202  -0.551
C 2.617 -0.680 -0.472  -0.628
C 3.509 -1.343 0.593  -0.630
Cl 3.951 -0.117 1.834  -0.223
P 0.642 2.307 -1.278  0.684
O -0.726 2.924 -1.886  -0.513
O 1.181 3.403 -0.200  -0.487
S 1.869 1.976 -2.718  -0.421
H -3.959 0.767 0.738  0.315
H -3.446 -0.356 1.963  0.382
H -2.455 1.074 1.631  0.352
H -3.673 -1.993 -0.496  0.342
H -1.958 -2.385 -0.620  0.300
H -2.749 -2.325 0.993  0.373
H -0.195 0.936 1.317  -0.218
H 0.687 -1.667 -0.911  0.364
H 1.052 -1.465 0.766  0.330
H 2.899 -1.120 -1.418  0.284
H 2.854 0.372 -0.448  0.344
H 3.023 -2.179 1.073  0.362
H 4.436 -1.663 0.143  0.366
H -1.494 2.582 -1.396  0.347
H 0.582 3.346 0.566  0.343

## Properties
- HOMO: -8.5 eV

=====

(7)
A cluster of 2 separate species, C6H15ClNS2 in total. Source: the OMol25 dataset; level of theory: ωB97M-V/def2-TZVPD.

Last column: Mulliken charge in e.
Element x y z (Å)
C 2.375 1.795 -0.133  -1.297
C 1.117 1.149 -0.690  -0.030
C 1.359 -0.412 -0.566  -0.741
C 0.104 -1.341 -0.329  -0.807
C -0.695 -0.823 0.937  0.375
C -1.974 -1.572 1.067  0.438
N 0.095 -0.790 2.133  -0.365
S -1.971 2.117 -1.346  -0.236
S -2.978 -1.558 -0.300  0.023
Cl -2.360 -2.586 2.447  -0.032
H 2.656 1.517 0.862  0.377
H 3.252 1.578 -0.855  0.308
H 2.126 2.960 -0.239  0.305
H 0.956 1.419 -1.733  0.329
H 0.214 1.422 -0.041  0.144
H 1.862 -0.706 -1.542  0.434
H 2.013 -0.533 0.394  0.237
H -0.587 -1.314 -1.175  0.453
H 0.562 -2.321 -0.089  0.290
H -0.906 0.163 0.529  -0.086
H 1.108 -0.573 2.017  0.173
H -0.304 -1.190 3.002  0.206
H -1.321 1.661 -2.289  0.121
H -2.988 2.532 -2.070  0.181
H -3.716 -2.594 0.006  0.201

## Properties
- Energy above the lowest of the compared OMol25 structures with the same formula, charge and spin: 29.3 kcal per mole
- HOMO: -13.0 eV
- Net charge: +1

=====

(8)
An isolated molecule of C6H15ClO2Si. Source: the OMol25 dataset; level of theory: ωB97M-V/def2-TZVPD.

Last column: Mulliken charge in e.
Element x y z (Å)
C 1.798 -2.117 -0.889  -1.129
C 1.562 -0.724 -1.258  -0.148
O 1.016 0.094 -0.251  -0.330
Si -0.530 -0.238 0.428  0.238
C -1.828 -0.988 -0.662  -0.982
C -0.168 -1.235 1.958  -0.465
Cl 0.303 -2.902 1.517  -0.190
O -1.342 1.163 0.818  -0.463
C -0.669 2.354 1.010  -0.185
C -0.455 3.196 -0.255  -1.024
H 2.633 -2.448 -0.194  0.249
H 0.895 -2.528 -0.633  0.378
H 2.078 -2.622 -1.797  0.393
H 0.900 -0.658 -2.111  0.265
H 2.512 -0.219 -1.605  0.299
H -2.017 -1.874 -0.084  0.329
H -2.616 -0.285 -0.853  0.349
H -1.420 -1.107 -1.679  0.321
H -1.157 -1.219 2.381  0.283
H 0.539 -0.807 2.593  0.405
H 0.339 2.105 1.438  0.254
H -1.283 2.930 1.802  0.310
H 0.190 2.669 -0.935  0.215
H 0.094 4.075 0.144  0.352
H -1.374 3.384 -0.885  0.277

## Properties
- Energy above the lowest of the compared OMol25 structures with the same formula, charge and spin: 27.8 kcal per mole
- HOMO: -9.7 eV

=====

(9)
A structure of composition C6H15F2N2NaO6S2. Source: the OMol25 dataset; level of theory: ωB97M-V/def2-TZVPD.

Last column: Mulliken charge in e.
Element x y z (Å)
Na 38.117 -22.953 -0.341  1.008
N 37.779 -27.494 -2.187  -0.393
S 36.305 -27.667 -2.801  1.005
O 35.814 -26.511 -3.456  -0.437
O 35.429 -28.506 -2.076  -0.561
F 36.724 -28.649 -3.990  -0.281
S 37.623 -26.495 -0.968  0.965
O 36.680 -26.878 0.015  -0.561
O 37.805 -25.106 -1.275  -0.542
F 38.981 -26.879 -0.229  -0.293
C 33.914 -23.710 -4.070  -0.666
O 34.861 -22.713 -3.772  -0.413
C 36.167 -23.242 -3.684  -0.215
C 37.085 -22.130 -3.285  -0.769
N 36.794 -21.667 -1.934  -0.139
C 37.418 -20.395 -1.573  -0.674
C 36.794 -19.884 -0.285  -0.666
O 36.825 -20.891 0.694  -0.200
C 36.336 -20.444 1.948  -0.822
H 33.696 -24.375 -3.228  0.275
H 34.235 -24.342 -4.907  0.279
H 32.982 -23.251 -4.400  0.263
H 36.515 -23.699 -4.616  0.442
H 36.187 -24.010 -2.903  0.035
H 37.001 -21.284 -3.992  0.433
H 38.146 -22.378 -3.394  0.382
H 35.809 -21.589 -1.710  0.141
H 37.322 -19.643 -2.362  0.367
H 38.480 -20.558 -1.333  0.260
H 35.764 -19.594 -0.552  0.430
H 37.299 -18.954 0.002  0.458
H 35.316 -20.059 1.874  0.311
H 36.970 -19.633 2.323  0.330
H 36.378 -21.283 2.637  0.248

## Properties
- HOMO: -9.3 eV

=====

(10)
A structure of composition C6H15InO3. Source: the OMol25 dataset; level of theory: ωB97M-V/def2-TZVPD.

Last column: Mulliken charge in e.
Element x y z (Å)
In 0.020 -0.504 0.200  1.333
C -3.920 -0.032 0.821  -1.027
C -2.699 0.313 1.810  -0.278
O -1.529 -0.241 1.360  -0.560
H -4.190 -1.084 0.914  0.262
H -3.717 0.334 -0.186  0.289
H -4.814 0.465 1.196  0.355
H -3.071 -0.034 2.774  0.278
H -2.528 1.389 1.845  0.279
C 0.562 -2.091 -3.380  -1.070
C 1.306 -2.462 -2.157  -0.170
O 0.941 -1.903 -0.922  -0.621
H -0.480 -2.406 -3.331  0.250
H 1.042 -2.488 -4.275  0.354
H 0.552 -1.010 -3.517  0.260
H 2.370 -2.293 -2.321  0.290
H 1.347 -3.544 -2.035  0.277
C 3.153 2.318 1.334  -1.005
C 1.617 2.074 1.475  -0.286
O 1.068 0.900 0.916  -0.661
H 3.671 1.612 1.983  0.271
H 3.375 3.319 1.704  0.355
H 3.430 2.279 0.280  0.282
H 1.195 2.958 0.996  0.241
H 1.298 2.132 2.515  0.304

## Properties
- Energy above the lowest of the compared OMol25 structures with the same formula, charge and spin: 11.4 kcal per mole
- HOMO: -9.4 eV

=====

no.,DFT total energy (eV),F_max (eV/Å)
1,-125671.35393,0.7
2,-24258.59395,1.5
3,-82089.76987,3.2
4,-88480.59361,4.1
5,-23450.02614,3.2
6,-52576.18608,1.6
7,-42138.85538,4.4
8,-30961.56709,3.1
9,-53251.84780,3.2
10,-17778.67151,3.1